# 1
DFT (ωB97M-V with the def2-TZVPD basis set) results for a single C3H9N3 molecule in a non-equilibrium geometry.

Last column: natural (NBO) charge in e.
Atoms and positions in Å:
N  2.16123  1.18813  -0.34365  -0.696
N  2.07300  -1.07338  -0.05910  -0.819
N  -0.79408  -0.13220  -0.53779  -0.653
C  0.05502  0.16843  0.56669  -0.276
C  -2.17749  0.02514  -0.23695  -0.435
C  1.51476  0.17580  0.07131  0.423
H  -2.20720  0.11435  0.83780  0.198
H  -0.40424  -0.02512  -1.46300  0.390
H  -2.86416  -0.80998  -0.35321  0.201
H  -0.31931  1.08341  1.18147  0.180
H  -2.73337  1.00810  -0.27301  0.184
H  -0.13699  -0.62442  1.35474  0.182
H  1.61037  1.98337  -0.08151  0.332
H  2.80878  -1.23232  -0.76375  0.404
H  1.41366  -1.84929  0.09996  0.386

Atomic forces in eV per Å
-0.10 -0.05 0.39
-0.65 -1.31 -0.08
-0.40 -0.23 -0.74
-0.05 0.08 2.12
-1.22 1.04 1.82
-0.09 -0.26 -0.20
0.27 -0.68 0.96
-0.40 0.37 0.19
0.14 -0.12 -0.95
1.19 -0.65 -1.38
0.70 -0.44 -1.66
0.67 0.39 -0.70
-0.17 0.86 -0.18
-0.74 0.39 0.78
0.84 0.61 -0.36

* largest force on an atom: 2.43 eV/A
* spin multiplicity: 1
* orbital gap: 0.3552 Ha
* SMILES: [H]/N=C(/N)CNC
* energy above the lowest of the compared OMol25 structures with the same formula, charge and spin: 37.2 kcal/mol



# 2
DFT (ωB97M-V with the def2-TZVPD basis set) results for a molecular structure, C9H13Cl5N in a non-equilibrium geometry.

Last column: natural (NBO) charge in e.
Atoms and positions in Å:
Cl  -4.90391  -0.06663  2.42137  -0.104
Cl  -2.03874  1.22105  1.68064  0.017
Cl  -0.53996  -0.87931  -0.01729  -0.497
Cl  -4.16071  -1.11167  -0.70238  -0.088
Cl  0.20103  2.98484  -1.45030  -0.102
N  1.71078  -1.95949  -1.11406  -0.426
C  -0.73522  1.67471  0.60663  -0.483
C  -3.08729  -0.28753  0.34445  -0.517
C  4.08003  -1.69702  -1.55432  -0.313
C  3.04098  -0.17395  0.05317  -0.289
C  2.87994  -2.36104  -1.69237  0.031
C  1.83284  -0.87505  -0.26653  0.053
C  -3.29892  -0.50210  1.87035  -0.400
C  4.15144  -0.65303  -0.67370  -0.177
C  -1.21765  2.64636  -0.42372  -0.366
H  -0.40356  0.74141  0.15161  0.238
H  3.15602  0.66931  0.71807  0.209
H  -1.52126  3.64136  -0.09832  0.201
H  -2.08493  -0.64997  0.11641  0.242
H  5.10740  -0.18942  -0.47975  0.186
H  -3.14828  -1.55639  2.10246  0.212
H  0.02815  2.01042  1.30852  0.211
H  2.82315  -3.10677  -2.47151  0.171
H  -2.57223  0.05058  2.46583  0.209
H  -1.98956  2.33260  -1.12643  0.220
H  0.87660  -0.58935  0.14623  0.175
H  4.92723  -2.10246  -2.08750  0.201
H  -3.11339  0.78853  0.17255  0.186

Atomic forces in eV per Å
-1.24 0.25 0.46
6.37 8.49 0.39
-4.02 -5.69 -1.16
-1.57 -1.24 -1.04
0.64 0.24 -0.69
2.59 1.07 0.55
0.15 2.99 0.76
-2.44 0.74 1.44
-0.18 -0.89 0.09
0.15 -2.65 -2.63
-1.66 1.21 -0.15
4.52 -0.06 -0.25
-2.17 -4.10 -0.53
0.27 1.48 1.53
0.40 1.14 -0.33
-0.15 1.39 0.08
-0.41 -0.06 0.09
-0.06 -0.17 0.52
-1.44 0.16 0.10
0.33 0.15 -0.17
-0.25 -0.32 -0.13
0.27 0.73 -0.60
-0.27 -0.56 0.18
-2.14 -3.47 1.73
0.02 -0.65 0.38
3.27 0.54 0.59
0.26 0.27 0.00
-1.26 -1.01 -1.21

* total charge: -1
* largest force on an atom: 10.62 eV/A
* spin multiplicity: 1
* orbital gap: 0.2427 Ha
* energy above the lowest of the compared OMol25 structures with the same formula, charge and spin: 240.0 kcal/mol



# 3
DFT (ωB97M-V with the def2-TZVPD basis set) results for 2 unconnected molecules or ions with the total composition C2H4S2 in a non-equilibrium geometry.

Last column: natural (NBO) charge in e.
Atoms and positions in Å:
S  -0.22877  0.61846  -1.65047  0.212
S  0.87443  0.96206  1.30643  0.127
C  0.28686  0.19862  -0.07251  -0.439
C  -1.05661  -0.41420  -0.30586  -0.461
H  1.35200  2.07691  0.68372  0.134
H  -0.92758  -1.54865  -0.58118  0.253
H  -1.81701  0.07277  0.16401  0.215
H  1.51667  -1.96598  0.45586  -0.041

Atomic forces in eV per Å
-0.34 -0.13 0.44
0.51 1.33 0.42
-0.68 -1.59 -0.57
4.50 -2.60 -2.37
-0.12 -0.37 0.34
-1.17 2.41 0.82
-2.51 0.65 1.11
-0.18 0.30 -0.19

* largest force on an atom: 5.71 eV/A
* spin multiplicity: 1
* orbital gap (alpha / beta): 0.3407 / 0.2467 Ha
* energy above the lowest of the compared OMol25 structures with the same formula, charge and spin: 118.9 kcal/mol



# 4
DFT (ωB97M-V with the def2-TZVPD basis set) results for a molecular structure, C29H46BrN3P2Pt in a non-equilibrium geometry.

Last column: Mulliken charge in e.
Atoms and positions in Å:
Pt  0.28622  -0.10403  -2.35720  0.672
Br  2.09222  6.64054  -0.65322  -0.102
P  -0.92072  -2.12367  -2.20582  0.175
P  2.47773  -0.51228  -1.76752  -0.239
N  -1.88236  1.31624  3.44452  -0.113
N  -4.80662  2.87690  -4.78535  -0.483
N  -1.37905  1.52185  1.30311  0.083
C  0.24972  2.73403  -2.19489  -0.249
C  -1.17512  -3.49072  -4.75443  -1.269
C  -3.93953  1.99698  -5.28830  -0.596
C  -0.89758  3.46332  2.89597  -1.204
C  2.98776  -1.60762  -3.12059  -0.079
C  -4.92136  3.09344  -3.46556  -0.492
C  -1.21963  -4.09342  -0.23736  -1.480
C  -0.52933  1.60633  -2.86629  0.368
C  -1.85574  1.32314  -2.31175  -0.382
C  -1.90647  0.25321  1.52626  -0.263
C  -4.11641  2.39389  -2.55160  -0.354
C  1.96865  -1.23433  -0.19901  -0.153
C  -3.03761  1.31136  -4.47255  -0.262
C  1.79708  4.52683  -2.41852  -0.784
C  1.21205  3.39951  -2.94749  -0.424
C  -0.08742  3.19956  -0.91935  1.122
C  4.37026  1.75261  -1.89864  -1.448
C  -1.34394  2.12031  2.48799  0.382
C  1.35483  5.05570  -1.21497  0.047
C  2.71735  -1.83139  0.98370  -1.318
C  -3.03460  1.62597  -3.09545  -0.034
C  -2.26412  0.13156  2.84948  -0.849
C  -0.71190  -2.67918  -0.42844  0.188
C  4.44840  -1.80563  -3.54338  -1.275
C  -0.35260  -3.37886  -3.46270  -0.124
C  -3.78797  -1.94130  -1.45813  -1.235
C  -2.75235  -2.40547  -2.48030  -0.271
C  2.95083  1.22469  -1.82448  0.539
C  0.39628  4.41038  -0.44215  -0.988
H  0.10216  3.65057  2.50384  0.255
H  -3.79356  -0.84979  -1.33962  0.174
H  -1.99528  1.37073  -1.24772  0.261
H  -2.71418  -0.67529  3.41465  0.457
H  1.15470  -0.56679  0.13878  0.403
H  4.79742  1.45112  -2.85497  0.312
H  5.03853  -0.88212  -3.48993  0.253
H  2.50992  -2.58322  -2.90793  0.266
H  1.58865  -2.09091  -0.79457  0.106
H  -0.54195  1.68484  -3.96454  0.958
H  3.60717  -2.36589  0.62470  0.339
H  -2.21170  -4.14398  0.24043  0.283
H  4.93618  -2.54994  -2.90086  0.349
H  -0.82958  3.50821  3.98610  0.447
H  0.65850  -3.06611  -3.75329  -0.169
H  0.14700  4.80457  0.54084  0.436
H  2.39176  1.71183  -1.00492  0.304
H  -1.97464  1.60178  4.41756  0.238
H  -2.33630  0.59127  -4.87204  0.499
H  -1.83139  -4.36583  -4.74918  0.346
H  2.05040  -2.55679  1.48198  0.358
H  -1.19879  -4.61386  -1.20478  0.279
H  -0.54713  -3.52626  -5.65494  0.393
H  -0.24133  -4.34937  -2.96308  0.590
H  -1.85173  -2.64809  -4.88882  0.208
H  2.40002  -1.07833  -3.90432  0.459
H  0.29274  -2.68892  -0.00460  -0.026
H  2.95615  -1.05867  1.73056  0.370
H  -3.69772  -2.43328  -0.46622  0.250
H  -2.89470  -3.50638  -2.57159  0.501
H  -5.66710  3.82195  -3.11205  0.396
H  2.64431  4.98964  -2.88018  0.559
H  -1.57340  4.24525  2.53227  0.228
H  -2.09633  -0.49954  0.77237  0.203
H  -4.77920  -2.20956  -1.87984  0.444
H  -0.70230  2.62272  -0.25169  0.268
H  -1.22243  -1.94720  0.19823  -0.148
H  4.44090  -2.18199  -4.57996  0.403
H  -4.24658  2.47577  -1.47027  0.455
H  1.58676  3.03129  -3.89618  0.451
H  2.42264  1.36211  -2.80224  -0.206
H  4.98877  1.37014  -1.08046  0.347
H  -0.50272  -4.63550  0.39966  0.446
H  -3.90104  1.84678  -6.37843  0.369
H  -2.98896  -1.89128  -3.43398  0.377
H  4.31982  2.84946  -1.88058  0.403

Atomic forces in eV per Å
-1.47 -2.10 0.57
0.35 0.78 0.40
-0.57 -0.98 0.29
-0.84 1.08 0.44
-0.01 -0.20 -0.26
-0.29 0.56 -0.07
0.23 -0.33 0.47
-1.37 -1.15 -0.94
-0.54 0.07 -0.21
0.33 -0.44 0.40
0.46 0.50 -0.32
0.21 0.16 -0.27
0.49 -1.00 0.08
-0.10 -0.80 0.31
-0.37 3.30 -0.03
0.15 0.71 -0.07
-0.58 0.55 1.22
0.71 -0.08 -0.38
0.41 -0.77 -0.27
-0.51 0.99 0.01
0.12 -0.29 -0.09
0.51 0.56 0.02
-0.02 0.61 0.42
0.11 -0.19 -0.16
-0.88 -1.09 0.01
-0.31 -0.18 0.06
0.41 0.17 0.04
-0.23 -0.91 -0.44
0.34 0.01 -0.09
0.02 -0.50 -0.12
0.09 -0.13 0.14
1.09 0.09 0.28
-0.36 0.09 0.20
-0.29 0.37 0.17
0.24 -0.10 -0.69
0.51 -0.58 -0.24
-0.01 0.14 0.02
0.07 -0.21 0.14
0.20 0.01 0.52
0.10 0.18 -0.17
0.14 -0.49 -0.24
0.28 0.08 0.12
-0.21 -0.23 -0.15
0.07 0.51 -0.20
-0.31 0.31 0.82
0.22 0.09 0.34
-0.10 0.19 0.46
0.36 -0.13 -0.44
-0.08 0.19 -0.22
-0.08 0.15 -0.19
-0.17 -0.15 0.22
-0.14 -0.15 -0.31
-0.05 -0.31 -0.50
-0.07 -0.41 -0.44
0.13 0.14 -0.12
0.24 0.04 0.01
0.27 0.25 -0.21
-0.42 -0.17 0.46
-0.05 -0.14 0.44
-0.08 0.14 -0.15
0.16 0.11 -0.12
0.45 -0.69 0.07
-0.37 0.23 -0.69
0.23 -0.36 -0.35
0.02 0.36 -0.62
0.42 0.69 -0.33
0.32 -0.47 -0.35
0.13 0.28 -0.49
0.12 -0.10 0.13
0.07 0.52 -0.08
0.49 0.13 0.40
-0.38 -0.16 -0.04
-0.17 -0.06 -0.31
0.19 0.17 0.46
0.19 0.24 -0.33
-0.33 -0.03 -0.07
0.60 0.78 0.82
-0.02 0.28 -0.15
-0.46 0.05 -0.12
-0.34 0.16 0.58
0.13 -0.59 0.42
0.20 -0.32 0.12

* total charge: +2
* largest force on an atom: 3.32 eV/A
* spin multiplicity: 3
* <S²>: 2.038
* orbital gap (alpha / beta): 0.2266 / 0.1785 Ha
* energy above the lowest of the compared OMol25 structures with the same formula, charge and spin: 48.8 kcal/mol



# 5
DFT (ωB97M-V with the def2-TZVPD basis set) results for a single C5H14N2O molecule in a non-equilibrium geometry.

Last column: natural (NBO) charge in e.
Atoms and positions in Å:
O  -1.29455  -1.80870  -2.56308  -0.731
N  2.79063  0.65052  1.56790  -0.834
N  0.43536  0.19263  1.28522  -0.642
C  -1.47184  1.59407  0.62755  -0.615
C  -0.65413  -1.63160  -1.30380  -0.054
C  1.56363  1.05583  0.91031  -0.052
C  -0.82610  0.22218  0.47742  -0.047
C  -0.58718  -0.14018  -0.98697  -0.456
H  -1.23368  -2.12801  -0.52147  0.156
H  1.78226  1.00859  -0.15551  0.147
H  -2.07229  1.66534  1.53154  0.217
H  0.30350  0.31422  -1.39690  0.207
H  -1.37690  -0.58638  0.97207  0.197
H  2.87739  -0.35914  1.56466  0.350
H  -2.14180  1.79990  -0.20510  0.209
H  -0.84721  -2.46941  -3.10260  0.473
H  -1.35532  0.30746  -1.63523  0.224
H  1.27444  2.07779  1.15453  0.179
H  0.76795  -0.76284  1.31036  0.340
H  2.86435  0.99756  2.51523  0.363
H  -0.73975  2.38712  0.69944  0.207
H  0.34352  -2.05403  -1.36710  0.161

Atomic forces in eV per Å
-0.18 0.01 -0.30
-0.01 0.45 0.09
-0.26 -0.05 0.10
-0.63 -0.23 0.22
0.26 0.24 -0.22
-0.34 -0.57 -0.07
1.62 0.16 0.40
-1.04 0.04 -0.77
0.05 -0.21 -0.02
-0.14 0.13 -0.32
0.03 -0.11 0.18
0.53 0.01 0.15
-0.55 0.36 -0.33
0.09 0.13 0.09
0.03 0.08 -0.06
-0.01 0.08 0.31
-0.19 -0.14 0.38
0.44 0.05 0.07
0.03 -0.08 0.02
-0.17 -0.23 0.01
0.21 0.13 -0.23
0.20 -0.26 0.30

* largest force on an atom: 1.68 eV/A
* spin multiplicity: 1
* orbital gap: 0.3523 Ha
* SMILES: C[C@@H](CCO)NCN
* energy above the lowest of the compared OMol25 structures with the same formula, charge and spin: 48.5 kcal/mol



# 6
DFT (ωB97M-V with the def2-TZVPD basis set) results for a gas-phase ion, C6H9N2O2S (charge +1) in a non-equilibrium geometry.

Last column: natural (NBO) charge in e.
Atoms and positions in Å:
S  -1.88353  0.43934  -0.31894  2.229
O  -2.07343  0.22724  -1.72539  -0.896
O  -1.15851  1.59006  0.08447  -0.885
N  0.49276  -0.50044  0.00501  -0.112
N  -0.82017  -0.93770  0.11618  -0.651
C  0.86281  0.06475  -1.14548  0.092
C  1.37823  -0.54732  1.08783  0.069
C  2.10189  0.57721  -1.31929  -0.230
C  -3.38902  -0.04004  0.55506  -0.822
C  2.71124  -0.15801  0.94870  -0.207
C  3.00457  0.50472  -0.28205  -0.080
H  -3.10534  -0.35846  1.53424  0.247
H  -4.07128  0.75288  0.54743  0.281
H  -0.93898  -1.48006  0.95304  0.404
H  3.39441  -0.16262  1.75104  0.266
H  0.15240  0.04990  -1.91349  0.264
H  0.87675  -1.02988  1.92193  0.231
H  3.92941  1.05280  -0.39451  0.253
H  2.31203  0.79511  -2.41638  0.277
H  -3.77623  -0.83950  0.01058  0.270

Atomic forces in eV per Å
-0.39 -1.61 -1.18
-0.40 0.26 0.61
-0.34 0.60 0.87
1.73 0.45 1.43
0.07 0.61 -0.55
-0.24 -0.92 0.57
-0.66 -0.78 -1.19
0.71 -0.36 -1.85
2.25 0.33 0.10
-2.50 1.23 -2.10
0.61 0.12 0.94
0.01 0.06 0.79
-0.83 1.39 0.09
-0.33 0.03 0.43
0.56 -0.22 0.76
-0.91 -0.11 -0.98
0.66 0.25 0.31
0.37 -0.45 0.03
0.20 0.50 1.93
-0.57 -1.39 -1.02

* total charge: +1
* largest force on an atom: 3.49 eV/A
* spin multiplicity: 1
* orbital gap: 0.3603 Ha
* SMILES: CS(=O)(=O)N[n+]1ccccc1
* energy above the lowest of the compared OMol25 structures with the same formula, charge and spin: 23.5 kcal/mol